Record 1
Below is the molecule C15H27NO5S in a non-equilibrium geometry, with properties calculated with ωB97M-V/def2-TZVPD.

Computed properties:
total charge: 0
electronic energy: -38550.42084 eV
LUMO energy: 0.0199 hartree
HOMO-LUMO gap: 9.466 eV
SMILES: CCCCN[C@@]1(CCOC(C)=O)OC(=O)O[C@]1(S)[C@H](C)CC

Element x y z (Å)
C -0.3674 -0.8676 0.3135
O 0.0709 -1.1251 1.7016
H 1.6425 0.3662 -1.3445
O 2.7157 -2.1620 -0.7785
H -3.8843 1.5829 -1.3266
H 5.0133 -3.4868 -1.1306
H -3.9308 -1.0890 -0.3720
C -3.5745 1.1107 -0.3131
H -4.8466 0.0733 1.2081
C 1.4773 -2.7778 -0.2669
C 2.1194 2.1541 -0.0754
H 2.9904 4.4651 0.2339
C -2.5214 -0.5500 -2.0144
H 5.8483 -1.8276 -0.6662
H -2.7359 -1.6474 -2.3256
C 1.0889 3.3803 -0.1935
H -3.1534 -0.3271 2.9350
N 0.0359 0.5886 0.1758
H 0.0830 3.2043 0.3173
C 1.8659 4.6836 0.4241
C -3.0060 -0.3963 -0.4872
H -0.5244 0.9367 -0.6245
H 1.5157 -3.0266 0.8459
H 2.6623 2.1877 0.9469
H 5.7366 -3.1785 0.5837
H -3.1811 0.0894 -2.7160
H 1.7442 4.7751 1.5564
H 1.6345 5.6408 -0.1547
O -0.7534 -2.9869 3.0441
C -0.8616 -2.1927 2.0695
C 1.4681 0.6921 -0.2426
H 0.3694 -1.3555 -1.7368
H -0.6489 -2.6905 -0.9389
O 3.6469 -1.7723 1.3911
H 2.9657 2.2270 -0.8663
H -5.8116 0.6973 -0.2293
H -5.2574 1.9474 1.0497
H -2.8355 1.8423 0.1590
C 5.1946 -2.7056 -0.3023
O -2.0239 -2.2244 1.1740
C 0.2073 -1.9310 -0.7455
H 0.9767 3.6264 -1.3227
C 3.7450 -2.1713 0.2049
C -1.9552 -0.8497 0.6249
H 1.4123 -3.7993 -0.8161
C -4.9722 0.9768 0.5213
H -1.4294 -0.2462 -2.2015
H 2.0628 -0.0103 0.4635
S -2.0185 0.1492 2.2475

Löwdin population analysis, charges in e, atoms 1 to 6:
1 C -0.41
2 O -0.08
3 H 0.12
4 O -0.09
5 H 0.11
6 H 0.09



Record 2
Below is a cluster of 2 separate species, C6H12N in total in a non-equilibrium geometry, with properties calculated with ωB97M-V/def2-TZVPD.

Computed properties:
ΔE to the lowest compared entry with this formula, charge and spin: 3.883 eV
total charge: 0
electronic energy: -7900.37150 eV
multiplicity: 2
LUMO energy (alpha / beta): 0.0409 / -0.0416 hartree
HOMO-LUMO gap (alpha / beta): 10.526 / 8.503 eV
expectation value of S²: 0.76

Element x y z (Å)
H -0.5443 0.5502 -1.1625
H 1.9726 -1.5509 0.0045
C -1.1944 1.0909 1.2224
C -0.9343 1.6672 -1.4319
C 0.1498 -0.6942 0.6031
H 3.1946 -2.2536 1.1574
C -1.0866 -0.3119 0.7906
H 3.9342 -3.6589 -0.7369
H -1.5661 1.5522 -2.2431
H -1.8521 2.9793 0.2126
H -2.8242 1.4817 -0.1452
C 2.9002 -2.1569 0.0971
H -0.2097 1.4557 1.3757
C -1.7236 1.8782 -0.0535
H 0.1345 -1.6108 -0.1203
H 0.0142 2.1736 -1.6223
H -1.9457 -0.9701 0.8693
N 3.3412 -2.8295 -0.9508
H -1.7603 1.2080 2.1337

Löwdin population analysis, charges in e, atoms 1 to 6:
1 H 0.08
2 H -0.03
3 C -0.24
4 C -0.08
5 C 0.07
6 H 0.06